One molecule with the formula C8H11N3, computed with ωB97M-V/def2-TZVPD.

Structure (XYZ):
```
22
Properties=species:S:1:pos:R:3:forces:R:3:nbo_charge:R:1
C 0.845 2.156 -2.185 -1.1 -2.8 -0.3 -0.11
C 0.533 0.854 -1.752 -1.5 -0.1 -2.6 -0.11
C -2.328 -0.116 -0.547 -1.4 1.4 -2.2 -0.44
C 0.616 -0.391 1.609 2.0 -1.0 6.2 -0.15
C -1.386 -0.885 -0.113 5.1 1.4 1.4 0.04
C 0.188 -0.049 0.393 -6.4 -0.8 -7.1 0.25
C 1.821 0.067 2.219 2.2 0.9 -0.1 -0.71
C -1.364 -2.316 0.037 1.7 -2.4 -0.4 -0.70
N 1.102 2.884 -1.127 0.7 1.2 0.6 -0.22
N 0.991 2.180 -0.073 0.6 0.4 3.0 -0.12
N 0.615 0.916 -0.409 -0.4 0.4 -0.9 -0.23
H 0.787 2.580 -3.140 0.1 0.3 -1.2 0.21
H -0.044 -0.012 -2.205 1.4 1.3 0.4 0.24
H -3.273 -0.444 -1.082 1.1 0.2 1.2 0.22
H -2.004 0.905 -0.731 -0.6 0.2 0.2 0.22
H -0.010 -0.998 2.173 -1.1 -0.9 1.0 0.18
H 2.412 0.618 1.517 0.7 -0.3 -1.4 0.24
H 1.809 0.992 2.830 -0.8 -0.7 1.1 0.26
H 2.477 -0.731 2.604 -0.4 0.4 0.5 0.23
H -0.505 -2.814 -0.490 0.0 1.0 0.3 0.23
H -1.150 -2.660 1.088 -1.2 0.1 -0.9 0.24
H -2.134 -2.738 -0.618 -0.8 -0.3 1.3 0.24
```
Positions in Å, forces in eV/Å.

Summary:
Relative energy (zero: lowest compared OMol25 entry of this formula, charge and spin) in kJ/mol: 243.1
Spin multiplicity: 3
Molar mass in g/mol: 149.2
HOMO (spin up / spin down) in hartree: -0.1950 / -0.3427



A 8-piece molecular cluster, C7H31NO7 overall, computed with ωB97M-V/def2-TZVPD.

Structure (XYZ):
```
46
Properties=species:S:1:pos:R:3:forces:R:3:nbo_charge:R:1
C -1.713 -2.087 0.230 -0.5 0.9 -1.3 -0.65
C -1.484 -2.437 1.699 2.4 -0.7 0.1 -0.40
C -1.506 -1.229 2.690 1.3 -1.8 2.2 -0.42
C -1.439 0.229 2.244 1.0 1.4 1.0 -0.42
C 0.000 0.839 2.029 1.4 -0.3 -0.9 -0.23
N -0.070 2.095 1.196 1.0 1.2 0.0 -0.49
C 0.205 3.403 1.802 1.3 -0.9 3.6 -0.41
C 0.727 2.126 -0.059 -4.1 -2.7 -2.8 -0.43
H -0.794 -1.672 -0.278 -0.7 -0.8 0.6 0.22
H -2.128 -2.942 -0.350 0.5 0.5 0.3 0.22
H -2.435 -1.242 0.005 0.4 -1.0 0.8 0.21
H -2.170 -3.214 2.125 0.4 0.7 -0.8 0.21
H -0.375 -2.940 1.787 -2.7 1.1 -0.4 0.20
H -2.354 -1.475 3.365 0.2 0.9 -0.4 0.21
H -0.613 -1.544 3.360 -1.2 1.3 -0.7 0.21
H -2.023 0.373 1.343 0.1 0.1 -0.2 0.21
H -1.836 0.971 2.997 -0.3 -1.2 -0.5 0.21
H 0.690 0.128 1.491 -0.9 0.6 0.3 0.23
H 0.604 1.009 2.981 -1.2 0.0 -0.8 0.19
H 1.347 3.451 2.048 -1.7 0.3 -0.4 0.16
H -0.305 3.601 2.854 0.6 -0.5 -2.3 0.20
H -0.053 4.164 1.090 -0.1 0.5 -0.1 0.19
H 1.769 2.281 -0.273 1.0 -0.1 1.5 0.21
H 0.252 2.844 -0.838 0.3 -0.9 1.4 0.18
H 0.393 1.075 -0.459 1.2 1.8 0.0 0.19
O 2.795 -0.434 0.897 3.4 -1.0 0.4 -0.99
H 3.177 -1.040 0.176 -0.6 1.2 1.1 0.49
H 3.644 -0.330 1.485 -2.6 -0.2 -1.6 0.48
O -2.492 2.746 -0.918 7.6 4.8 -4.1 -0.93
H -3.194 2.329 -0.737 -8.3 -4.7 3.1 0.46
H -1.956 3.039 -0.208 0.4 -0.1 1.5 0.50
O -1.464 1.281 -2.876 4.5 -2.0 3.1 -0.97
H -1.784 1.647 -2.049 0.1 0.5 0.6 0.49
H -2.076 1.508 -3.460 -4.1 1.5 -4.2 0.45
O 4.006 -1.828 -1.377 1.1 -4.9 5.5 -0.93
H 3.184 -2.333 -1.353 -0.1 -0.3 -0.1 0.49
H 3.869 -1.257 -2.007 -0.9 5.1 -5.4 0.46
O -0.094 -4.044 -1.756 1.0 -2.5 -1.8 -0.96
H -0.566 -3.529 -1.161 -1.1 1.6 1.5 0.46
H 0.526 -3.470 -2.204 -0.1 0.3 0.3 0.48
O 1.216 -1.747 -1.909 0.6 1.5 0.8 -0.98
H 1.256 -0.918 -1.375 -0.4 -0.9 0.2 0.49
H 1.530 -1.322 -2.708 -0.1 0.0 -1.0 0.49
O 1.519 0.564 -3.566 -2.8 3.8 7.2 -0.96
H 0.625 1.051 -3.606 1.6 -1.0 0.7 0.51
H 1.595 0.280 -4.367 1.1 -2.8 -7.9 0.45
```
Positions in Å, forces in eV/Å.

Summary:
Structure (SMILES): CCCCCN(C)C.O.O.O.O.O.O.O
Relative energy (zero: lowest compared OMol25 entry of this formula, charge and spin) in kJ/mol: 501.1
Molar mass in g/mol: 241.3
HOMO in hartree: -0.3182



One molecule with the formula C4H7NS2, computed with ωB97M-V/def2-TZVPD.

Structure (XYZ):
```
14
Properties=species:S:1:pos:R:3:forces:R:3:nbo_charge:R:1
C 1.116 0.257 0.195 1.0 -2.3 2.7 0.04
C 2.454 0.078 0.572 -1.8 -1.6 0.8 -0.32
C -2.234 -1.672 -0.307 2.4 0.9 -0.9 -0.89
C 0.861 1.372 -0.618 -1.1 1.2 -1.6 -0.18
N 0.112 -0.723 0.476 1.0 1.3 -1.0 -0.84
S -1.647 1.830 0.175 2.4 -1.4 -0.9 -0.38
S -1.428 -0.365 0.306 -1.0 -0.3 2.7 1.20
H 2.928 -0.831 1.119 -1.4 1.5 -1.3 0.23
H 3.132 0.845 0.318 0.6 0.8 -0.2 0.19
H -3.247 -1.809 -0.213 -2.4 0.3 1.1 0.22
H -1.985 -1.924 -1.316 0.8 -0.1 -0.5 0.22
H 1.548 2.242 -0.740 -0.8 -0.7 0.7 0.23
H 0.450 1.061 -1.564 -0.5 0.4 -0.3 0.21
H -2.062 -0.360 1.596 0.7 0.1 -1.5 0.07
```
Positions in Å, forces in eV/Å.

Summary:
Relative energy (zero: lowest compared OMol25 entry of this formula, charge and spin) in kJ/mol: 694.8
Molar mass in g/mol: 133.2
HOMO (spin up / spin down) in hartree: -0.3053 / -0.3053



CHCl3 as an isolated structure, computed with ωB97M-V/def2-TZVPD.

Structure (XYZ):
```
5
Properties=species:S:1:pos:R:3:forces:R:3:nbo_charge:R:1
C 0.044 0.168 -0.107 -0.6 -0.9 0.3 -0.31
Cl 1.394 -0.412 0.779 2.0 0.5 0.7 0.04
Cl -1.205 0.453 1.068 -1.0 1.0 0.5 0.02
Cl -0.447 -1.249 -1.003 -0.6 -0.3 -1.5 0.01
H 0.215 1.041 -0.737 0.1 -0.3 0.2 0.24
```
Positions in Å, forces in eV/Å.

Summary:
Relative energy (zero: lowest compared OMol25 entry of this formula, charge and spin) in kJ/mol: 33.8
Molar mass in g/mol: 119.4
HOMO in hartree: -0.3979



C17H21BrCl2O4Sn as an isolated structure, computed with ωB97M-V/def2-TZVPD.

Structure (XYZ):
```
46
Properties=species:S:1:pos:R:3:forces:R:3:nbo_charge:R:1
C 1.354 2.154 -1.175 0.7 -1.5 -0.4 -0.15
C 1.378 1.314 -2.329 0.8 -0.2 1.6 -0.14
C 2.199 0.185 -2.033 -0.2 1.2 1.0 -0.14
C 0.633 1.529 -3.578 -0.3 -0.1 -0.4 -0.63
C 2.684 0.330 -0.700 -0.9 1.4 -0.9 -0.14
C 2.179 1.557 -0.180 -0.2 -0.9 -1.6 -0.07
C 2.412 2.108 1.157 0.0 0.3 0.6 -0.64
C 0.604 3.414 -1.026 -0.2 0.3 0.1 -0.63
C 2.429 -0.965 -2.932 -0.1 -0.1 -0.2 -0.62
C 3.566 -0.612 0.010 0.2 -0.2 0.1 -0.61
Sn -1.312 -0.249 0.239 1.7 1.1 -0.1 2.13
Cl -0.984 -0.980 -2.041 -0.2 -0.1 0.0 -0.57
Cl -2.903 1.369 -0.513 -0.5 -0.1 0.0 -0.56
O 0.368 -1.216 0.729 -0.9 -0.9 0.3 -1.10
H 0.133 2.502 -3.565 0.0 0.0 -0.2 0.19
H -0.133 0.749 -3.720 0.1 0.2 -0.2 0.20
H 1.316 1.501 -4.434 -0.1 0.1 -0.3 0.17
H 1.473 -1.375 -3.286 0.1 -0.1 -0.1 0.20
H 2.964 -1.762 -2.407 0.1 -0.1 -0.1 0.18
H 3.017 -0.663 -3.809 0.1 -0.2 -0.2 0.16
H 3.331 -1.646 -0.275 0.1 0.0 0.2 0.18
H 3.427 -0.505 1.091 0.1 -0.2 0.0 0.20
H 4.626 -0.426 -0.228 0.1 -0.2 0.2 0.16
H 2.978 1.400 1.768 0.0 0.1 0.2 0.18
H 1.454 2.304 1.654 0.2 0.1 0.1 0.22
H 2.984 3.044 1.103 0.1 0.1 0.2 0.16
H -0.243 3.441 -1.715 -0.1 0.1 0.0 0.19
H 1.227 4.299 -1.220 0.0 0.2 0.0 0.15
H 0.208 3.485 -0.009 -0.1 0.2 0.0 0.21
H 0.461 -2.042 0.222 -0.1 0.5 0.0 0.46
O -0.524 1.261 1.392 -1.0 -0.8 0.1 -1.11
H -0.796 1.104 2.310 0.1 0.0 -0.3 0.45
Br -1.557 -4.743 1.022 -0.3 -0.1 0.0 0.10
C -3.305 -4.452 1.697 -0.7 0.3 0.4 -0.06
C -4.090 -5.534 2.101 0.0 0.4 0.1 -0.23
C -5.338 -5.320 2.708 0.5 0.6 -0.2 -0.22
C -5.765 -4.007 2.963 0.2 -0.1 0.2 -0.23
C -4.962 -2.919 2.598 0.1 -0.5 -0.3 -0.18
C -3.776 -3.140 1.891 0.0 -0.3 0.1 -0.13
C -3.040 -1.975 1.307 0.8 0.9 -0.3 0.75
O -2.645 -1.021 2.059 -0.3 -1.1 -1.1 -0.70
O -2.797 -2.000 0.054 -0.2 0.2 2.0 -0.68
H -3.688 -6.529 1.958 -0.2 0.0 0.0 0.22
H -5.929 -6.185 3.003 0.0 0.2 0.0 0.20
H -6.712 -3.826 3.478 0.3 -0.1 -0.2 0.20
H -5.221 -1.881 2.817 -0.1 -0.4 -0.1 0.24
```
Positions in Å, forces in eV/Å.

Summary:
Relative energy (zero: lowest compared OMol25 entry of this formula, charge and spin) in kJ/mol: 0.0
Total charge: -2
Molar mass in g/mol: 558.9
HOMO in hartree: 0.0364



Record-wise strongest force on any atom values, in eV/A: 9.6; 10.0; 3.7; 2.2; 2.0